# 1
# CH3O2S

CH3O2S as an isolated structure at a distorted geometry (ωB97M-V/def2-TZVPD, the OMol25 dataset).

Geometry as XYZ:
```
7
Properties=species:S:1:pos:R:3:forces:R:3:mulliken_charge:R:1
C -0.113470 -0.251896 0.468639 -0.83 0.93 -1.67 -0.525
H -0.378854 0.550786 1.269169 0.36 -2.10 -1.05 0.225
O -1.452009 0.216216 -0.705437 4.33 -5.61 -1.21 -0.638
H -0.891624 -0.794663 -1.249776 -3.18 5.06 1.51 0.274
H -0.400483 -1.364926 0.329579 0.63 1.77 1.61 0.290
S 1.512233 0.064133 -0.190838 -1.66 0.50 1.07 0.049
O 1.724206 1.580349 0.078664 0.35 -0.53 -0.25 -0.675
```
Forces are in eV/Å.

For the energy above the lowest of the compared OMol25 structures with the same formula, charge and spin, the calculation gives 5.089 eV. Its total charge is -1. The frontier orbital gap (spin up / spin down) is 6.35 / 6.35 eV. For the largest force on an atom, the calculation gives 0.13989 Eh/bohr. As for the total energy: -588.455578 a.u.

# 2
# CH3O2S

A 2-piece molecular cluster, CH3O2S overall at a distorted geometry (ωB97M-V/def2-TZVPD, the OMol25 dataset).

Geometry as XYZ:
```
7
Properties=species:S:1:pos:R:3:forces:R:3:mulliken_charge:R:1
O -0.260099 -1.929745 -1.741142 -0.29 -0.57 -0.11 -0.420
H -0.813015 -1.456937 0.184174 0.09 -0.59 -0.08 0.272
O -0.087069 0.106036 -0.859271 0.61 0.01 -0.41 -0.353
H -0.033412 2.474630 1.752768 0.71 -0.64 -0.19 0.219
C -0.386253 -1.218615 -0.803614 0.16 1.10 0.36 0.243
S 1.053597 1.631033 1.614750 -0.47 0.78 0.48 -0.235
H 0.526251 0.393600 -0.147666 -0.81 -0.09 -0.05 0.273
```
Forces are in eV/Å.

For the energy above the lowest of the compared OMol25 structures with the same formula, charge and spin, the calculation gives 0.084 eV. Its total charge is 0. The frontier orbital gap (spin up / spin down) is 11.10 / 7.10 eV. For the largest force on an atom, the calculation gives 0.02268 Eh/bohr. As for the total energy: -588.502944 a.u. As for the multiplicity: 2.

# 3
# CH3O2S2

An isolated ion of composition CH3O2S2 and charge -1 at a distorted geometry (ωB97M-V/def2-TZVPD, the OMol25 dataset).

Geometry as XYZ:
```
8
Properties=species:S:1:pos:R:3:forces:R:3:mulliken_charge:R:1
O -0.679936 0.302658 1.844619 0.00 -0.28 0.27 -0.580
H -1.996445 1.211286 -1.548793 0.12 1.26 -0.74 -0.005
H 0.946311 -1.499418 0.563348 -0.21 0.55 -1.55 0.197
S -0.099838 0.672034 0.553470 -0.12 0.02 -0.79 0.430
S -2.058721 0.110617 -0.874339 -0.98 -1.44 0.28 -0.639
H 1.299898 -0.642657 -1.195782 -0.52 0.14 1.90 0.189
O 1.585987 0.407052 0.736188 2.16 1.15 0.49 -0.422
C 1.002744 -0.561573 -0.078711 -0.45 -1.41 0.15 -0.170
```
Forces are in eV/Å.

For the energy above the lowest of the compared OMol25 structures with the same formula, charge and spin, the calculation gives 2.767 eV. Its total charge is -1. The frontier orbital gap is 7.23 eV. For the largest force on an atom, the calculation gives 0.04860 Eh/bohr. As for the total energy: -986.724035 a.u.

# 4
# CH3O3S2

A 2-piece molecular cluster, CH3O3S2 overall at a distorted geometry (ωB97M-V/def2-TZVPD, the OMol25 dataset).

Geometry as XYZ:
```
9
Properties=species:S:1:pos:R:3:forces:R:3:mulliken_charge:R:1
H -2.520709 -0.390207 -0.378633 -1.20 -0.13 -0.70 0.285
H -1.421076 0.859865 0.125783 0.51 -0.80 -0.27 0.268
O 2.121898 0.693324 -1.597124 -0.63 -0.72 2.43 -0.498
C -1.660100 -0.220662 0.205707 1.74 0.03 -1.84 -0.845
S 1.824063 0.287513 -0.199552 0.20 -0.99 -0.43 0.919
H -1.902491 -0.391457 1.198690 -0.19 -0.62 2.00 0.283
O 1.154260 1.250508 0.667056 0.43 -0.58 -0.91 -0.486
O 2.815195 -0.579184 0.471852 -1.41 1.14 -1.20 -0.516
S -0.411041 -1.509698 -0.493776 0.57 2.66 0.92 -0.410
```
Forces are in eV/Å.

For the energy above the lowest of the compared OMol25 structures with the same formula, charge and spin, the calculation gives 1.256 eV. Its total charge is -1. The frontier orbital gap is 7.46 eV. For the largest force on an atom, the calculation gives 0.05583 Eh/bohr. As for the total energy: -1062.023900 a.u.

# 5
# CH3O4

A 2-piece molecular cluster, CH3O4 overall at a distorted geometry (ωB97M-V/def2-TZVPD, the OMol25 dataset).

Geometry as XYZ:
```
8
Properties=species:S:1:pos:R:3:forces:R:3:mulliken_charge:R:1
O 3.921844 -0.059596 0.891308 -0.66 -0.14 -0.49 -0.078
O 3.585925 -0.239458 -0.258961 0.05 0.03 0.08 0.472
H -0.163767 -0.681070 -1.581474 0.82 -0.45 -0.72 0.290
H -1.443555 0.181153 -0.586060 -1.32 -0.12 -0.18 0.296
O 2.335823 -0.382525 -0.550118 0.80 0.06 0.43 -0.337
H 1.202187 -0.403217 0.326412 -1.36 -0.52 -0.12 0.517
C -0.514221 -0.332273 -0.639919 -0.98 0.87 -0.07 0.092
O 0.082646 -0.339183 0.418708 2.65 0.28 1.07 -0.253
```
Forces are in eV/Å.

For the energy above the lowest of the compared OMol25 structures with the same formula, charge and spin, the calculation gives 6.104 eV. Its total charge is +1. The frontier orbital gap (spin up / spin down) is 9.62 / 9.62 eV. For the largest force on an atom, the calculation gives 0.05574 Eh/bohr. As for the total energy: -340.251623 a.u.

# 6
# CH3O4P

An isolated molecule of CH3O4P at a distorted geometry (ωB97M-V/def2-TZVPD, the OMol25 dataset).

Geometry as XYZ:
```
9
Properties=species:S:1:pos:R:3:forces:R:3:mulliken_charge:R:1
P -0.835947 -0.125433 0.786459 0.69 -0.02 -2.12 0.413
H 2.380601 1.185142 -0.542747 -1.82 -1.24 1.18 0.276
O -0.608833 -1.265285 -0.389956 -0.08 -1.99 2.12 -0.463
O -2.203032 0.489033 0.187853 0.43 1.14 0.04 -0.436
H -2.155514 1.026948 -0.628280 0.08 -0.52 0.40 0.333
O 0.371489 0.949487 -0.009973 -1.67 -0.29 0.96 -0.288
O 1.956553 -0.574159 0.466978 0.19 -1.31 0.99 -0.429
H -0.500999 -2.143894 0.107178 -0.03 1.64 -1.34 0.347
C 1.595685 0.458157 0.022489 2.20 2.60 -2.23 0.247
```
Forces are in eV/Å.

For the energy above the lowest of the compared OMol25 structures with the same formula, charge and spin, the calculation gives 0.446 eV. Its total charge is 0. As for the SMILES: O=COP(O)O. The frontier orbital gap is 10.96 eV. For the largest force on an atom, the calculation gives 0.07921 Eh/bohr. As for the total energy: -682.277872 a.u.

# 7
# CH3O4P

An isolated molecule of CH3O4P at a distorted geometry (ωB97M-V/def2-TZVPD, the OMol25 dataset).

Geometry as XYZ:
```
9
Properties=species:S:1:pos:R:3:forces:R:3:mulliken_charge:R:1
P 1.914700 -0.574972 -0.069283 -3.00 -0.57 -2.09 0.972
O 2.512817 1.725016 0.076001 -0.23 0.70 0.84 -0.021
H -0.637431 -0.766474 -0.483168 1.04 0.73 -0.36 0.321
O 2.525862 -0.194389 -1.339562 0.24 0.09 -0.60 -0.545
H -0.326575 -0.163586 1.069273 0.66 0.49 0.06 0.299
O 2.064128 -1.792108 0.659623 0.72 -1.90 1.83 -0.578
H 0.105531 0.911896 -0.299815 -0.66 2.59 -1.10 0.305
C 0.035463 -0.044365 0.042546 -0.10 -3.64 0.73 -0.831
O 2.092644 0.894531 0.907475 1.33 1.52 0.69 0.078
```
Forces are in eV/Å.

For the energy above the lowest of the compared OMol25 structures with the same formula, charge and spin, the calculation gives 7.046 eV. Its total charge is 0. The frontier orbital gap (spin up / spin down) is 6.46 / 8.22 eV. For the largest force on an atom, the calculation gives 0.07226 Eh/bohr. As for the total energy: -682.035343 a.u.

# 8
# CH3O4S

CH3O4S as an isolated structure at a distorted geometry (ωB97M-V/def2-TZVPD, the OMol25 dataset).

Geometry as XYZ:
```
9
Properties=species:S:1:pos:R:3:forces:R:3:mulliken_charge:R:1
O 1.451063 0.111456 1.983256 -0.59 0.15 -0.98 -0.555
H -0.571726 0.401936 -1.449550 -0.39 -0.82 0.07 0.240
O -2.270981 -0.518533 -0.517085 1.98 1.16 -0.29 -0.589
S 1.213308 -0.297144 0.605251 0.33 -0.92 -1.70 0.913
O 1.286023 -1.728697 0.337045 -0.04 0.45 0.59 -0.579
C -1.257891 0.244025 -0.581359 -2.66 2.91 0.04 -0.192
H -0.329977 -0.146481 0.178076 1.87 -0.21 1.67 0.202
O 1.798542 0.502264 -0.481271 -0.49 0.02 1.35 -0.592
H -1.318360 1.431175 -0.074361 0.01 -2.75 -0.74 0.151
```
Forces are in eV/Å.

For the energy above the lowest of the compared OMol25 structures with the same formula, charge and spin, the calculation gives 2.643 eV. Its total charge is -1. The frontier orbital gap is 8.67 eV. For the largest force on an atom, the calculation gives 0.07673 Eh/bohr. As for the total energy: -739.028246 a.u.

# 9
# CH3O4S2

An isolated ion of composition CH3O4S2 and charge -1 at a distorted geometry (ωB97M-V/def2-TZVPD, the OMol25 dataset).

Geometry as XYZ:
```
10
Properties=species:S:1:pos:R:3:forces:R:3:mulliken_charge:R:1
O -0.437296 -0.712035 -1.630309 0.23 0.01 0.40 -0.557
S -0.464753 2.680827 1.200888 -0.49 0.55 0.53 -0.477
C 0.625847 2.157638 0.072041 -0.22 -0.27 0.26 -0.076
O -1.736907 -1.820021 0.256555 0.43 0.24 -0.78 -0.622
O 0.646029 -1.713138 0.429071 2.08 1.80 0.72 -0.519
O 0.895748 0.958551 -0.167303 2.10 0.60 -0.61 -0.499
H 1.149778 2.936484 -0.503576 0.13 -0.18 -0.19 0.297
H -1.677150 -2.630820 -0.297573 0.26 0.86 0.32 0.273
S -0.493544 -0.589186 -0.184247 -2.06 -2.97 0.71 0.847
H 1.492249 -1.268301 0.824453 -2.46 -0.64 -1.36 0.333
```
Forces are in eV/Å.

For the energy above the lowest of the compared OMol25 structures with the same formula, charge and spin, the calculation gives 1.522 eV. Its total charge is -1. The frontier orbital gap is 7.81 eV. For the largest force on an atom, the calculation gives 0.07152 Eh/bohr. As for the total energy: -1137.260382 a.u.

# 10
# CH3O4Si

A 3-piece molecular cluster, CH3O4Si overall at a distorted geometry (ωB97M-V/def2-TZVPD, the OMol25 dataset).

Geometry as XYZ:
```
9
Properties=species:S:1:pos:R:3:forces:R:3:mulliken_charge:R:1
O -1.111330 -1.780550 1.539737 0.45 0.25 -2.44 -0.224
C -0.819310 -1.615772 0.434357 -0.60 -1.19 2.61 0.105
O 2.094529 -1.042064 1.521180 0.86 -0.81 3.10 -0.640
Si 1.746050 -0.525088 0.173774 0.33 -1.19 -2.82 0.534
O -1.549545 0.628191 0.162180 0.19 0.07 1.50 -0.736
O 0.929479 0.650330 -0.350519 -0.21 1.18 -0.64 -0.687
H -1.461091 0.493742 1.137238 -0.50 0.45 -1.10 0.303
H -0.558039 0.662971 -0.061093 -0.31 0.39 -0.41 0.477
H 2.246620 -1.551329 -0.874835 -0.21 0.85 0.22 -0.133
```
Forces are in eV/Å.

For the energy above the lowest of the compared OMol25 structures with the same formula, charge and spin, the calculation gives 1.953 eV. Its total charge is -1. The frontier orbital gap is 9.54 eV. For the largest force on an atom, the calculation gives 0.06449 Eh/bohr. As for the total energy: -630.460327 a.u.